[1]
Entry from the OMol25 dataset: a structure of composition C23H16O6PRh in a non-equilibrium geometry (ωB97M-V/def2-TZVPD).

Structure (XYZ):
```
47
Properties=species:S:1:pos:R:3:forces:R:3:lowdin_charge:R:1
O -0.736 6.483 -6.994 0.2 -2.0 0.8 0.013
C -0.642 5.423 -6.582 -0.2 2.0 -0.8 -0.011
Rh -0.236 0.828 -4.646 -0.3 -4.8 3.1 0.632
O -0.649 2.048 -1.882 0.3 -0.9 -1.6 0.067
C -0.504 1.537 -2.913 -0.3 1.6 1.9 -0.259
C 0.014 -2.337 -2.821 -1.3 -1.8 -0.6 -0.001
O -0.882 -3.038 -2.683 1.5 1.1 -0.2 0.029
C 1.527 0.163 -4.446 4.2 -0.2 -0.2 -0.281
O 2.640 -0.147 -4.369 -2.5 0.4 0.1 0.092
C -1.974 0.184 -5.016 -4.4 -0.5 -1.4 -0.256
O -3.056 -0.162 -5.227 2.3 0.5 0.6 0.113
H -0.003 1.962 -5.411 0.7 4.0 -2.4 -0.039
O -0.270 -0.937 -1.054 0.6 0.3 2.4 -0.359
P -0.016 -0.633 0.406 -1.9 1.2 -2.2 0.809
C 1.655 -0.006 0.685 0.6 -2.6 1.1 -0.199
C 2.638 -0.848 1.225 -1.0 0.3 -0.4 -0.010
C 3.923 -0.347 1.455 0.0 -1.3 0.3 0.054
C 4.238 0.975 1.118 -0.4 2.0 -0.8 0.044
C 3.263 1.798 0.541 1.1 0.1 0.4 0.024
C 1.977 1.307 0.314 0.2 1.3 -0.4 0.039
C -1.124 0.664 1.008 0.0 -0.2 0.2 -0.298
C -0.741 1.537 2.033 -0.3 0.1 0.1 -0.096
C -1.645 2.492 2.508 0.1 0.0 0.0 -0.045
C -2.927 2.580 1.956 0.3 -0.2 -0.1 -0.026
C -3.305 1.709 0.925 0.1 0.0 0.0 -0.031
C -2.411 0.755 0.445 0.3 0.0 0.2 -0.059
C -0.277 -2.067 1.469 0.3 -0.2 0.4 -0.217
C -0.532 -3.317 0.877 0.4 2.1 -1.1 0.072
C -0.764 -4.433 1.675 -0.4 -1.7 2.1 0.070
C -0.744 -4.313 3.071 -0.1 -0.4 -0.2 0.022
C -0.495 -3.073 3.659 -0.4 -1.7 1.1 0.064
C -0.270 -1.945 2.861 0.3 1.2 -1.9 0.041
H 2.394 -1.879 1.490 0.2 0.4 -0.1 0.122
H 4.682 -0.995 1.903 -0.2 0.3 -0.1 0.150
H 5.241 1.365 1.295 -0.3 -0.1 -0.1 0.146
H 3.496 2.830 0.272 0.0 -0.4 0.1 0.143
H 1.214 1.945 -0.138 0.2 -0.2 0.0 0.130
H 0.262 1.484 2.459 -0.2 0.0 0.1 0.105
H -1.336 3.164 3.312 -0.2 -0.2 -0.3 0.122
H -3.628 3.329 2.326 0.2 -0.2 -0.1 0.126
H -4.303 1.776 0.491 0.3 0.0 0.1 0.126
H -2.696 0.081 -0.362 0.0 0.2 0.1 0.121
H -0.550 -3.413 -0.213 0.0 0.2 0.2 0.122
H -0.961 -5.398 1.207 0.0 0.2 0.2 0.154
H -0.925 -5.192 3.697 0.1 0.4 -0.2 0.144
H -0.474 -2.967 4.749 0.0 -0.1 -0.4 0.153
H -0.088 -0.972 3.324 -0.1 -0.2 -0.1 0.139
```
Positions in Å, forces in eV/Å.

Calculated values
* spin multiplicity: 5
* charge: +2
* frontier orbital gap (spin up / spin down): 4.565 / 2.272 eV

=====

[2]
Entry from the OMol25 dataset: a cluster of 2 separate species, C23H17BNO5 in total in a non-equilibrium geometry (ωB97M-V/def2-TZVPD).

Structure (XYZ):
```
47
Properties=species:S:1:pos:R:3:forces:R:3:lowdin_charge:R:1
O -2.550 -0.755 3.482 0.5 -0.7 -0.5 0.221
B -2.594 -1.642 2.440 -0.3 1.0 0.9 -0.773
O -3.426 -2.714 2.544 0.1 0.4 -0.8 0.236
O -1.718 -1.389 1.320 0.0 -1.5 0.5 0.135
C -0.836 -2.440 1.271 0.3 0.1 -0.4 -0.200
C -0.088 -2.835 2.346 0.6 -0.3 0.5 0.047
C 0.791 -3.954 2.278 -0.2 0.1 0.0 0.009
C 0.937 -4.690 1.126 -0.1 0.4 0.3 -0.008
C 0.208 -4.285 -0.010 0.5 -0.9 -0.2 -0.113
C 0.345 -5.041 -1.233 -0.4 1.0 1.0 0.040
C -0.363 -4.635 -2.309 0.4 -0.9 -0.6 -0.032
N -1.184 -3.541 -2.234 0.0 0.0 -0.1 0.109
C -1.346 -2.834 -1.129 -0.3 0.7 0.5 0.064
C -0.675 -3.164 0.050 0.2 -0.4 -0.4 -0.040
H -1.660 -0.380 3.536 -0.4 0.5 0.0 0.119
H -3.626 -3.126 1.695 0.0 -0.1 0.2 0.121
H -0.125 -2.317 3.309 -0.2 0.0 -0.4 0.144
H 1.335 -4.234 3.183 -0.2 0.1 -0.3 0.132
H 1.605 -5.550 1.090 -0.2 0.2 -0.1 0.130
H 1.015 -5.899 -1.225 -0.3 0.2 -0.3 0.138
H -0.300 -5.184 -3.250 -0.3 0.5 0.2 0.146
H -1.700 -3.255 -3.059 0.1 -0.1 0.0 0.185
H -2.012 -1.967 -1.165 0.2 -0.3 -0.1 0.165
C 4.166 4.086 0.639 0.0 0.0 -0.1 -0.050
C 4.168 4.689 -0.616 0.0 0.0 0.1 -0.047
C 3.046 4.615 -1.425 0.2 0.1 0.0 0.004
C 1.919 3.930 -0.988 0.0 -0.1 0.1 -0.083
C 1.925 3.305 0.263 0.0 0.1 -0.1 -0.087
C 3.048 3.396 1.077 0.2 0.0 0.1 0.000
C 0.748 2.527 0.726 0.1 -0.1 0.4 -0.276
O 0.747 1.983 1.814 0.0 -0.1 -0.1 0.096
C -0.432 2.416 -0.174 0.0 0.1 -0.1 -0.079
C -1.517 1.646 0.221 -0.2 -0.1 0.0 -0.009
C -2.629 1.542 -0.599 0.1 0.0 -0.1 -0.064
C -2.664 2.217 -1.816 0.1 0.0 0.0 -0.056
C -1.580 2.983 -2.217 -0.2 -0.1 -0.1 0.004
C -0.458 3.077 -1.403 0.0 -0.1 0.1 -0.078
C 0.715 3.874 -1.859 0.1 0.3 -0.4 -0.276
O 0.687 4.459 -2.921 0.0 -0.1 0.0 0.117
H 5.041 4.153 1.273 0.0 0.0 0.0 0.111
H 5.048 5.217 -0.961 0.0 0.0 0.0 0.112
H 3.048 5.089 -2.398 -0.1 0.0 0.0 0.124
H 3.050 2.924 2.051 -0.1 0.0 0.0 0.121
H -1.494 1.125 1.167 0.1 0.1 0.0 0.101
H -3.473 0.936 -0.290 0.0 0.1 0.0 0.106
H -3.536 2.142 -2.454 0.0 0.0 0.0 0.109
H -1.606 3.504 -3.165 0.1 0.0 0.1 0.124
```
Positions in Å, forces in eV/Å.

Calculated values
* charge: +1
* frontier orbital gap: 6.980 eV

=====

[3]
Entry from the OMol25 dataset: a structure of composition C23H17BrCeI2N2O in a non-equilibrium geometry (ωB97M-V/def2-TZVPD).

Structure (XYZ):
```
47
Properties=species:S:1:pos:R:3:forces:R:3:lowdin_charge:R:1
Ce 0.168 0.718 0.676 -2.5 -1.0 1.2 0.901
I 6.143 -3.535 1.324 -0.4 0.3 -0.1 0.886
C 4.653 -2.092 0.933 0.3 -0.4 0.2 -0.707
C 4.294 -1.205 1.938 0.1 -0.2 0.0 -0.188
C 3.386 -0.221 1.624 -0.9 1.1 0.0 -0.495
I 2.494 1.126 3.050 0.7 -0.4 0.1 1.125
C 2.825 -0.040 0.346 2.2 -2.2 0.5 -0.492
O 2.108 0.989 0.052 1.1 1.7 -1.7 -0.378
C 3.045 -1.111 -0.562 -0.3 0.7 0.2 -0.146
C 2.070 -1.197 -1.701 0.2 0.2 0.0 -0.121
N 0.711 -1.370 -1.111 -0.3 0.1 -0.2 -0.078
C 0.571 -2.698 -0.479 -0.1 -0.1 0.1 -0.111
C 0.581 -2.701 1.040 0.1 -0.1 -0.1 -0.229
C 0.937 -3.863 1.720 -0.1 0.2 0.0 0.011
C 0.812 -3.914 3.096 -0.1 0.3 -0.1 -0.015
C 0.338 -2.793 3.763 0.0 0.0 -0.1 -0.024
C 0.036 -1.668 3.025 -0.1 0.0 0.0 -0.140
N 0.157 -1.607 1.689 0.0 -0.5 0.1 -0.011
C 3.988 -2.081 -0.287 0.0 0.0 0.1 -0.098
H 4.709 -1.293 2.930 0.0 0.0 0.1 0.098
H 2.072 -0.279 -2.297 -0.1 -0.1 0.1 0.128
H 2.328 -2.044 -2.347 -0.1 0.1 0.0 0.133
H 0.046 -1.307 -1.885 0.1 0.0 0.3 0.129
H -0.386 -3.148 -0.779 0.2 0.1 0.0 0.148
H 1.369 -3.362 -0.832 -0.2 0.0 0.1 0.129
H 1.294 -4.723 1.177 0.0 -0.1 -0.1 0.127
H 1.068 -4.810 3.638 0.1 -0.1 0.1 0.122
H 0.199 -2.797 4.830 0.0 0.1 0.2 0.118
H -0.341 -0.774 3.518 0.1 -0.1 0.0 0.110
H 4.191 -2.844 -1.024 0.0 -0.1 0.0 0.111
Br -0.165 2.147 -1.935 -0.9 0.3 0.2 0.890
C -2.034 2.727 -1.601 0.2 0.1 -0.3 -0.473
C -2.516 3.641 -2.495 0.5 -0.2 0.0 -0.123
C -3.848 4.066 -2.401 -0.2 -0.1 0.2 -0.062
C -4.655 3.513 -1.450 0.0 0.1 -0.2 -0.021
C -4.162 2.566 -0.530 0.4 0.0 -0.1 -0.162
C -5.035 1.994 0.419 0.1 -0.2 0.2 -0.026
C -4.563 1.106 1.340 -0.2 0.1 0.0 -0.076
C -3.193 0.792 1.374 0.9 0.1 -0.3 -0.138
C -2.253 1.290 0.473 -0.6 0.3 -0.5 -0.263
C -2.786 2.170 -0.537 -0.1 -0.1 0.2 -0.231
H -1.883 4.027 -3.277 0.1 0.0 -0.1 0.101
H -4.220 4.803 -3.094 -0.1 0.1 -0.1 0.113
H -5.694 3.793 -1.379 -0.1 0.1 0.0 0.118
H -6.076 2.277 0.394 -0.1 0.0 0.0 0.117
H -5.232 0.656 2.059 -0.1 0.0 0.0 0.107
H -2.874 0.110 2.163 0.1 0.0 0.0 0.082
```
Positions in Å, forces in eV/Å.

Calculated values
* spin multiplicity: 2
* charge: +1
* frontier orbital gap (spin up / spin down): 7.607 / 7.623 eV

=====

[4]
Entry from the OMol25 dataset: a structure of composition C23H17BrIN5O6S2Ti (ωB97M-V/def2-TZVPD).

Structure (XYZ):
```
56
Properties=species:S:1:pos:R:3:forces:R:3:lowdin_charge:R:1
Ti -0.597 -0.165 -0.271 0.4 -0.2 0.1 0.752
I -1.577 3.489 1.712 0.1 0.0 0.0 0.949
C -0.002 2.961 2.996 0.0 0.0 0.0 -0.591
C -0.189 3.371 4.291 -0.2 0.0 0.0 -0.207
C 0.767 3.125 5.289 0.1 0.0 0.1 -0.112
C 1.918 2.475 4.967 0.0 0.0 0.0 -0.067
C 2.154 2.036 3.641 -0.1 0.0 -0.1 -0.178
C 3.374 1.387 3.356 0.1 0.0 0.0 -0.078
C 3.650 0.970 2.086 0.1 0.0 0.1 -0.088
C 2.711 1.168 1.069 -0.1 0.1 0.0 -0.058
C 1.488 1.767 1.293 0.1 0.0 -0.1 -0.200
C 1.182 2.252 2.608 0.1 0.0 0.0 -0.137
H -1.097 3.899 4.550 0.0 0.0 0.0 0.063
H 0.578 3.462 6.301 0.0 0.0 0.0 0.090
H 2.679 2.278 5.714 0.0 0.0 0.0 0.098
H 4.080 1.237 4.167 0.0 0.0 0.0 0.094
H 4.591 0.480 1.857 0.0 0.0 0.0 0.096
H 2.921 0.814 0.068 0.0 0.0 0.0 0.109
O -1.884 2.264 -3.371 0.1 0.0 0.0 -0.308
S -1.712 0.983 -2.733 -0.1 0.1 0.0 0.481
O -0.402 0.368 -2.862 0.1 -0.1 0.0 -0.327
O -2.057 0.998 -1.288 0.0 0.0 0.0 -0.475
C -2.945 -0.079 -3.505 0.0 0.0 0.0 -0.198
C -3.903 0.598 -4.254 0.0 0.1 0.0 -0.070
C -4.936 -0.078 -4.880 -0.1 -0.1 0.0 -0.096
C -5.021 -1.456 -4.760 0.1 0.1 0.0 -0.092
C -4.071 -2.134 -4.015 -0.1 -0.1 0.0 -0.068
C -3.027 -1.468 -3.384 0.1 0.1 0.0 -0.196
S -1.846 -2.542 -2.540 0.1 -0.2 0.0 0.471
O -2.578 -3.776 -2.327 0.1 0.1 0.0 -0.338
O -0.733 -2.654 -3.458 0.0 0.0 0.1 -0.314
O -1.528 -1.868 -1.273 -0.1 0.1 0.0 -0.431
H -3.819 1.672 -4.334 0.0 0.0 0.0 0.101
H -5.669 0.477 -5.454 0.0 0.0 0.0 0.092
H -5.824 -2.006 -5.236 0.0 0.0 0.0 0.092
H -4.123 -3.208 -3.896 0.0 0.0 0.0 0.102
N 2.020 -2.391 2.349 0.1 0.0 0.0 0.069
C 1.236 -1.829 3.383 -0.1 0.0 0.0 -0.121
C 0.264 -1.090 2.805 0.1 0.0 0.1 -0.185
N 0.418 -1.074 1.434 -0.2 -0.1 -0.2 -0.047
C 1.519 -1.824 1.183 0.0 0.1 0.0 -0.301
C 1.958 -1.878 -0.129 0.0 0.0 -0.1 -0.306
N 1.293 -1.126 -1.028 -0.4 0.1 0.0 0.011
C 1.849 -1.415 -2.252 0.2 0.0 0.0 -0.138
C 2.866 -2.297 -2.111 -0.1 0.0 0.0 -0.118
N 3.000 -2.573 -0.729 0.0 0.0 0.1 0.065
H 3.020 -2.466 2.458 0.0 0.0 0.0 0.120
H 1.410 -2.075 4.417 0.0 0.0 0.0 0.085
H -0.565 -0.580 3.266 0.0 0.0 0.0 0.049
H 1.466 -0.964 -3.149 0.0 0.0 0.0 0.094
H 3.522 -2.739 -2.840 0.0 0.0 0.0 0.082
H 3.201 -3.512 -0.421 0.0 0.0 0.0 0.124
Br -2.666 -0.286 1.475 0.1 0.1 0.0 -0.068
N 0.824 2.686 -0.754 0.1 0.0 0.1 0.051
C 0.585 1.758 0.098 -0.3 -0.1 -0.1 -0.420
H 0.229 2.578 -1.575 0.0 -0.1 0.0 -0.005
```
Positions in Å, forces in eV/Å.

Calculated values
* spin multiplicity: 3
* charge: -2
* relative energy (zero: lowest compared OMol25 entry of this formula, charge and spin): 0.0 kcal per mole
* frontier orbital gap (spin up / spin down): 4.189 / 6.181 eV

=====

So what do the calculations give for DFT total energy? Going down the list: -48669.2175; -36529.0321; -128322.7848; -166796.0634 eV.